[1]
The following is a quantum chemistry calculation of a molecular structure, C6H15OS, from the OMol25 dataset.

```
! wB97M-V def2-TZVPD RIJCOSX def2/J DEFGRID3
* xyz 0 2
O -0.9931 -0.5602 -0.4257
C -1.4005 -0.5777 0.9226
C -2.9507 -0.5959 0.9632
C -1.0031 0.6917 1.6640
C -1.0032 -1.8764 1.6482
H -3.3236 -0.5968 2.0222
H -3.3480 0.3111 0.5102
H -3.3517 -1.5007 0.5061
H -1.3473 0.6047 2.6936
H 0.0757 0.8168 1.6646
H -1.5059 1.5475 1.2081
H -1.3358 -1.8107 2.6837
H -1.5002 -2.7441 1.2010
H 0.0768 -2.0103 1.6543
H 0.1797 -0.2895 -0.8255
S 1.8157 -0.4361 -1.1427
C 2.1557 1.0695 -2.0659
C 3.5769 1.2317 -2.5486
H 1.5252 0.9856 -2.9430
H 1.9602 1.8761 -1.3779
H 3.6202 2.2072 -3.0657
H 4.2606 1.2264 -1.7007
H 3.8162 0.4301 -3.2462
*
```

Strongest force on any atom, eV Å⁻¹: 2.0
Energy above the lowest of the compared OMol25 structures with the same formula, charge and spin, kcal/mol: 0.0
E_HOMO (spin up / spin down), eV: -9.31 / -8.92
LUMO energy (spin up / spin down), Eh: 0.034 / -0.103

[2]
The following is a quantum chemistry calculation of a molecular structure, C26H26ClINO2PTa, from the OMol25 dataset.

```
! wB97M-V def2-TZVPD RIJCOSX def2/J DEFGRID3
* xyz 3 1
Ta -17.1988 -2.2400 8.6341
Cl -24.3952 -3.1196 8.9853
C -22.8385 -2.6712 9.2141
C -22.5328 -1.2068 9.3404
C -21.2248 -0.7356 9.4420
I -21.1444 1.3506 9.4884
C -20.1389 -1.5192 9.2413
O -18.8736 -1.1825 9.1630
C -20.4241 -2.9729 8.9735
N -19.2931 -3.6419 8.5498
C -19.4287 -4.8974 8.1308
C -20.6361 -5.5356 7.9262
C -21.7372 -4.8180 8.2957
C -21.6946 -3.5045 8.8839
H -23.4118 -0.5552 9.1382
H -18.5387 -5.4065 7.6364
H -20.7604 -6.5313 7.5861
H -22.6293 -5.3491 7.9587
C -21.2791 -5.1105 -1.9085
C -22.6015 -4.9907 -1.3809
C -23.0488 -4.0738 -0.3355
C -23.5159 -5.9188 -2.0188
O -16.9232 -2.6423 6.9535
H -20.6289 -4.6687 -1.2699
H -21.1056 -4.2007 -2.9451
H -21.0127 -6.0400 -2.3226
H -22.3467 -3.3893 0.1368
H -23.4851 -4.7625 0.5220
H -23.9550 -3.5050 -0.7518
H -24.4350 -6.1653 -1.4676
H -23.2144 -6.8485 -2.4033
H -23.7909 -5.2394 -2.8019
C -12.6928 -1.9548 8.8903
P -13.9508 -0.9618 9.6902
C -15.1247 -2.3207 10.1173
C -15.1436 -3.4855 9.2716
C -16.1941 -4.4893 9.4362
C -17.0594 -4.3480 10.5392
C -16.9603 -3.2346 11.4007
C -16.0900 -2.1783 11.1352
C -15.0245 -0.3046 8.3973
C -16.3872 0.0381 8.7347
C -17.1558 0.8097 7.8242
C -16.6290 1.1536 6.5833
C -15.4375 0.5765 6.1629
C -14.6149 -0.0928 7.0201
H -12.7771 -2.2750 7.8240
H -12.5071 -2.8901 9.4756
H -11.7781 -1.3145 8.9365
H -14.4161 -3.7047 8.5799
H -16.2388 -5.3154 8.7401
H -17.9392 -5.0105 10.7587
H -17.5905 -3.0364 12.2467
H -16.1831 -1.2074 11.7005
H -16.6055 0.1285 9.8230
H -18.1763 1.0604 8.1839
H -17.2275 1.7324 5.9278
H -15.1092 0.7861 5.1329
H -13.6597 -0.4713 6.6638
*
```

Strongest force on any atom, eV Å⁻¹: 6.0
Energy above the lowest of the compared OMol25 structures with the same formula, charge and spin, kcal/mol: 17.5
E_HOMO, eV: -14.61
LUMO energy, Eh: -0.346

[3]
The following is a quantum chemistry calculation of C6H13NO in the gas phase, from the OMol25 dataset.

```
! wB97M-V def2-TZVPD RIJCOSX def2/J DEFGRID3
* xyz 0 1
C -2.4745 1.2574 -1.6995
O -2.2159 2.6577 -1.7595
C -1.7763 0.6552 -0.4804
C -0.2197 0.5990 -0.4669
C 0.5188 -0.6128 -0.1356
C 1.4837 -0.5842 0.8224
N 2.2124 -1.8184 1.1535
C 2.6502 -2.2453 2.5371
H -3.5295 1.1847 -1.8381
H -2.2086 0.8878 -2.6834
H -1.3141 2.7483 -1.9721
H -2.1779 1.1775 0.5770
H -2.0748 -0.3883 -0.2400
H 0.0372 0.9672 -1.5153
H 0.1854 1.5575 0.0497
H 0.1493 -1.5086 -0.6109
H 1.9139 0.1001 1.5085
H 1.9266 -2.5786 0.4822
H 1.7723 -2.3930 3.1680
H 3.3328 -1.4774 3.0167
H 3.1344 -3.2247 2.5965
*
```

Strongest force on any atom, eV Å⁻¹: 5.3
Energy above the lowest of the compared OMol25 structures with the same formula, charge and spin, kcal/mol: 81.3
E_HOMO, eV: -7.80
LUMO energy, Eh: 0.039

[4]
The following is a quantum chemistry calculation of a molecular structure, C10H15AuBCl3F4N10O2PS2, from the OMol25 dataset.

```
! wB97M-V def2-TZVPD RIJCOSX def2/J DEFGRID3
* xyz -1 1
Au 0.0211 -0.5315 0.0995
N 2.4037 0.5198 2.2964
C 1.1243 0.3589 2.7433
N 0.7454 0.5883 3.9805
N -0.5820 0.3191 3.9919
N -0.9969 -0.0645 2.8516
N 0.0806 -0.0568 2.0134
C 2.7876 0.3940 0.9862
N 3.9917 0.6344 0.5257
N 3.9010 0.3642 -0.8021
N 2.7239 -0.0154 -1.1226
N 1.9756 -0.0034 0.0075
H 3.0759 0.8742 2.9540
C -2.3186 -5.8646 2.1270
C -3.1413 -4.6429 2.4883
C -4.6024 -4.7851 2.1053
O -2.6274 -3.4093 1.9254
P -1.9112 -3.1882 0.5309
S -2.2033 -1.1767 0.1761
S -0.0735 -3.7861 0.3797
O -2.9380 -3.9159 -0.4540
C -2.6724 -3.8617 -1.8907
C -3.9012 -3.2854 -2.5538
C -2.3322 -5.2651 -2.3438
H -2.7176 -6.7250 2.6676
H -1.2721 -5.7312 2.3944
H -2.3749 -6.0730 1.0579
H -3.0660 -4.4644 3.5620
H -4.7009 -4.9657 1.0354
H -5.1519 -3.8792 2.3599
H -5.0416 -5.6243 2.6487
H -1.8217 -3.1987 -2.0591
H -4.7693 -3.9179 -2.3553
H -3.7392 -3.2243 -3.6305
H -4.0925 -2.2769 -2.1892
H -3.1692 -5.9389 -2.1457
H -1.4495 -5.6282 -1.8180
H -2.1274 -5.2690 -3.4155
Cl -3.1575 4.7566 0.4115
C -2.6406 3.3674 -0.5764
Cl -3.7277 2.0037 -0.2964
Cl -2.6296 3.8195 -2.2795
C -1.2903 2.9958 -0.1523
N -0.2312 2.7331 0.1979
F -1.3698 0.8948 -2.1766
B -0.8639 -0.1595 -2.9222
F -0.0034 -0.9606 -1.9038
F -0.0114 0.2289 -3.9085
F -1.8309 -1.0409 -3.3394
*
```

Strongest force on any atom, eV Å⁻¹: 0.2
Energy above the lowest of the compared OMol25 structures with the same formula, charge and spin, kcal/mol: 1.6
E_HOMO, eV: -6.20
LUMO energy, Eh: 0.039

[5]
The following is a quantum chemistry calculation of C4H5NO2S in the gas phase, from the OMol25 dataset.

```
! wB97M-V def2-TZVPD RIJCOSX def2/J DEFGRID3
* xyz 0 1
C -0.5437 -1.0810 0.0058
C 0.7922 -0.3149 -0.1566
C 1.9141 -0.2885 0.7465
C 0.7036 0.4422 -1.4557
H -2.0753 1.3204 1.7417
H -2.5635 -0.3923 0.1963
H 2.8772 0.0878 0.2117
H 1.6540 -0.7317 1.7832
H 1.7007 0.7638 -1.7696
N -1.6538 -0.1188 0.1266
O -0.8672 -2.2156 0.0292
O -0.4636 0.9597 -1.8566
S -1.4748 1.5690 0.3975
*
```

Strongest force on any atom, eV Å⁻¹: 7.8
Energy above the lowest of the compared OMol25 structures with the same formula, charge and spin, kcal/mol: 112.2
E_HOMO, eV: -8.80
LUMO energy, Eh: -0.043

> Among the records above, which one has the lowest strongest force on any atom?

C10H15AuBCl3F4N10O2PS2